# H14NaO7

A molecular structure, H14NaO7 (the ωB97M-V functional and the def2-TZVPD basis, the OMol25 dataset).

Properties
HOMO energy	-14.12	eV
total charge	+1
frontier orbital gap	10.2	eV
2S+1	1
lowest unoccupied orbital energy	-3.93	eV

Geometry as XYZ:
```
22
Properties=species:S:1:pos:R:3:forces:R:3
Na 0.36821 -0.25432 0.31994 -0.42 -0.20 -0.41
O -1.23642 -1.80535 -0.39930 -1.45 0.62 0.59
H -1.31547 -2.06191 -1.32979 0.09 0.08 0.07
H -2.12273 -1.44716 -0.11270 1.34 -0.72 -0.69
O 0.83536 -1.81127 1.87316 -0.90 -1.15 0.23
H 0.33130 -2.67537 1.87172 0.85 1.39 -0.08
H 0.36142 -1.25351 2.50177 0.06 -0.35 0.38
O -0.59717 1.04860 -1.56369 1.82 0.81 -0.39
H -0.05969 1.82942 -1.79790 -0.23 -0.57 -0.40
H -1.32151 1.43162 -1.12009 -1.91 0.40 0.75
O 2.56718 -0.21873 -0.01422 -0.54 -1.08 0.89
H 2.94175 -0.06535 0.85484 0.14 -0.48 0.54
H 2.89598 0.52279 -0.46037 0.85 1.67 -1.55
O -1.92014 0.47232 1.32989 -0.12 -0.69 0.64
H -1.79585 1.39941 1.52063 -0.18 0.36 0.19
H -2.34181 0.11158 2.13888 0.21 0.29 -0.69
O 0.26489 -1.09141 -2.83583 -2.40 0.64 -0.21
H 1.17786 -1.18434 -2.65152 1.29 0.31 0.37
H -0.14160 -0.22517 -2.54131 1.28 -1.60 -0.49
O 0.65903 2.15203 0.92898 -0.60 0.01 0.24
H 0.49042 2.52666 0.06723 0.44 0.19 -0.57
H -0.04101 2.59946 1.41968 0.36 0.06 0.60
```
Forces are in eV/Å.

Mulliken atomic charge list, values in e, 6 entries: 0.99 -0.61 0.32 0.31 -0.68 0.34